1.
A structure of composition C72H64Cl3GeI4N4O2SeTi, computed with the ωB97M-V functional and the def2-TZVPD basis.

Structure (XYZ):
```
152
Properties=species:S:1:pos:R:3
H 3.3894 1.8508 -5.0527
H -3.2584 1.5239 -3.3161
H 4.9241 0.1980 -3.6353
C -4.3006 -4.3645 -1.9656
H -3.7663 -4.8979 -1.1900
C 1.9011 -4.8995 0.6839
C -1.3726 1.3656 -5.1897
C -5.1218 4.7213 2.7074
C -1.2976 -3.7691 -1.8918
H 3.6820 4.9847 -1.9887
H -6.1858 -2.4742 -4.7374
Cl 4.4299 -0.8602 5.0063
C -0.0088 -3.5000 -0.0916
C -0.1977 4.2386 2.0121
C -3.5810 1.3290 2.0373
H -5.8451 1.1075 0.3272
C 3.3755 -0.3227 -5.0684
H -1.2277 2.6061 -0.8494
C -0.1093 -0.8487 4.5855
C 0.0765 -0.9137 6.0676
H -2.3755 1.7272 -5.4265
Se 1.9533 -1.0550 0.0514
C 4.5080 4.2767 -2.0618
C 0.9545 -3.1393 2.1230
H 3.9065 -1.3998 -6.8860
H 0.7794 5.8377 0.0965
H 2.3512 4.6012 -0.1496
C 1.0782 1.5663 0.5095
C 2.2813 -0.3737 -4.0072
C -0.0621 0.1112 -3.3879
C -6.4154 4.3675 3.0532
H -5.3118 -6.1206 -2.6610
H 0.6990 4.7690 2.3364
C 3.3601 1.0382 -5.7791
H 6.1172 2.0519 0.0250
H 4.8914 -1.5173 -4.0484
I 5.0386 -8.5986 0.1272
H 3.6445 -3.7039 1.0126
C 0.9949 0.0869 -4.2877
H -1.9018 -1.6815 6.3391
C -2.5102 1.1628 2.9421
H 4.2434 0.8006 -0.4655
C 0.4474 -1.8125 3.7957
C -3.1777 -2.2926 -1.1601
H 5.2162 4.0933 1.3187
H -2.9883 2.7113 4.4704
C -0.0931 -4.1467 -1.3387
C 1.3333 -2.8339 4.3147
C 2.3169 3.5270 -0.0435
H 4.2271 1.1288 -6.4368
C 4.7465 3.5578 -0.7280
C 1.4523 -6.1833 0.3708
C -5.1693 -5.0568 -2.7920
I -7.7969 5.8575 3.5584
C 0.1728 -0.3405 -2.0503
H -2.3692 0.8168 -1.9509
N -2.9166 -0.5041 0.5288
C 0.9558 -3.7824 0.9071
H -5.7179 -0.9921 -1.2404
H -1.7093 -4.0748 -2.8399
C -2.2643 1.3331 -2.9013
Ti -0.8271 -0.7073 0.9565
H -0.9180 5.6777 -0.3229
C -5.8828 2.0581 2.7463
C 4.1767 -5.7427 0.6438
H 2.0779 -0.1529 6.1363
H 5.7691 1.8979 -1.7057
C -4.2169 3.7263 2.3720
C -1.0068 0.1261 4.1093
C -5.0127 0.4349 0.2152
O -0.7442 -0.3042 -1.1135
Cl 2.6039 2.1196 4.6347
H -6.1748 1.0176 2.7965
H 3.1753 -2.4107 -5.6277
C 2.4927 -0.8429 -2.7256
H 1.6687 -2.8913 5.3349
C 3.2760 -4.6995 0.8023
N 0.2400 -2.0054 2.4385
H 1.9649 -8.2277 -0.0145
H 5.2383 -5.5617 0.7379
H -1.7286 2.4700 0.8204
H 4.3337 5.3512 0.4496
H -1.7217 -1.8548 8.7962
C -3.7862 0.4813 0.9794
I 0.4562 -1.2485 10.9128
C 3.4753 2.8134 -0.3212
O 0.0398 0.8914 1.0415
H -0.7213 2.2314 -5.0616
C -1.3848 3.1693 0.0700
C 3.3975 1.4310 -0.2349
H -7.8094 2.7649 3.3689
C -3.6168 -1.2052 -0.4482
C -4.7931 -2.3331 -3.1142
C 1.3590 -0.6213 8.0905
C 0.2906 -1.0986 8.8268
H 0.8050 0.4291 -5.2923
C -0.9855 -1.3867 6.8351
C 2.3356 -7.2377 0.2115
C 1.1010 2.9572 0.3302
H -1.0251 0.7951 -6.0515
C 0.0375 5.1507 -0.3108
H 0.3894 -6.3567 0.2657
C 5.9332 2.6076 -0.8929
C -4.9375 -0.6239 -0.5996
C -4.5809 2.3801 2.3703
C -0.8900 -1.4849 8.2133
H -0.2949 3.3433 2.6266
N -1.6213 0.1184 2.8840
C 5.1045 4.5862 0.3541
C -0.1047 3.8692 0.5258
H 2.2889 -4.5049 3.3177
C 3.1430 -1.4302 -6.1039
C 3.6962 -7.0079 0.3537
H -1.6145 -1.3536 -4.9845
C -2.1835 -0.7784 -4.2512
H 2.1654 -1.3176 -6.5752
N -1.0875 -2.6611 0.1039
H 0.3123 4.9189 -1.3408
C 4.7613 -0.5112 -4.4470
H -1.1017 1.4302 5.8965
Cl 5.3355 1.4552 2.7216
H 6.8288 3.1851 -1.1334
C -1.4625 1.1972 4.9091
C 1.4724 -0.8141 -1.7903
H 4.2639 3.5578 -2.8460
H 5.5325 -0.3499 -5.2022
Ge 3.3653 0.3841 3.3302
C -5.6693 -3.0068 -3.9509
C 1.2453 -0.5264 6.7097
H 3.4626 -1.2034 -2.4096
H -2.1740 3.9022 -0.1083
H 2.4670 1.1668 -6.3903
H -1.0626 4.8830 2.1941
C -1.8935 -2.8704 -0.9918
H -1.7894 2.2983 -2.7174
H 6.0435 5.0841 0.1002
H 2.2766 -0.3204 8.5738
H 5.4032 4.8256 -2.3641
H -2.3001 -1.3901 -3.3600
C -2.4046 1.8576 4.1710
C -6.8044 3.0390 3.0796
C 2.2195 0.8377 0.1741
C -5.8541 -4.3682 -3.7809
H -3.1691 -0.5655 -4.6723
H 0.6483 -4.8090 -1.7511
I -7.1792 -5.3990 -5.0320
H -3.2081 3.9963 2.1043
H -4.6254 -1.2784 -3.2689
C -4.1000 -2.9886 -2.0960
C -1.4459 0.5189 -3.9096
C 1.6618 -3.6310 3.2910
H -4.8171 5.7585 2.6987
```

total charge = -2
frontier orbital gap (alpha / beta) = 4.1 / 5.5 eV
energy relative to the best compared isomer or geometry (same formula, charge and spin) = 0.0000 eV
2S+1 = 2
strongest force on any atom = 0.01743 Eh/bohr
HOMO (alpha / beta) = -1.28 / -2.74 eV
LUMO (alpha / beta) = 2.78 / 2.78 eV


2.
A structure of composition C72H87FN12NbO3 at a distorted geometry, computed with the ωB97M-V functional and the def2-TZVPD basis.

Structure (XYZ):
```
176
Properties=species:S:1:pos:R:3
C 4.3935 3.2937 11.0063
C -4.9331 -8.0370 1.5903
H 3.3315 0.1046 10.7232
H -1.2890 -1.7800 -1.9104
H 2.6241 2.2746 11.6966
H -7.8234 6.5873 6.6126
C -7.2215 -7.8258 0.9626
Nb -0.7515 0.6733 -0.5605
H 2.0604 0.0436 -2.6681
H -3.8285 -0.0419 -0.5612
H -3.5775 7.3642 0.8956
N 5.3954 0.5793 5.7902
N 5.0943 0.8142 9.9495
C -7.8251 8.0403 8.1992
H 0.1301 3.8833 1.8525
H 0.3754 -10.4174 1.6386
C -5.0869 6.3585 3.7446
H 5.2707 5.5651 -2.1766
C 0.2393 -5.1066 -10.6402
C 5.7030 -0.3628 6.6811
H 2.1574 5.8522 1.5213
C 2.9463 4.5265 4.3721
H 2.3559 0.6334 -4.3010
C 4.6442 1.4996 -0.7330
C -6.2452 -8.4730 1.7040
C 5.6137 -2.0960 5.0453
H -0.5777 3.7565 0.2196
C -4.0778 6.7331 1.6176
H -1.9827 0.5714 -3.7461
N -7.4179 8.4591 5.8765
H 4.7827 2.2216 0.0898
C -0.0772 -8.3703 1.1767
H -8.0537 7.3205 8.9733
N 5.1229 4.6238 -3.9938
N -0.7673 -7.4867 0.4609
C 1.3318 -6.4047 -12.3109
H 3.4899 2.6844 -3.2210
C 3.0802 3.1822 4.0543
H 3.1069 4.8671 5.3899
H -7.5712 -6.2381 -0.4532
C -0.6438 3.3975 1.2500
C 5.2312 4.7529 -5.3130
C 3.5626 2.1963 11.1651
H -4.2613 8.2465 3.1341
C 2.3519 -0.6756 0.2017
C -1.6382 -0.9756 0.7359
H 0.0996 -1.6030 1.9189
H 2.9440 1.7503 2.4482
C -0.2130 -9.7433 1.0306
H -6.4915 -9.2982 2.3588
H 4.9452 -3.7389 -1.2181
H 2.3491 3.4867 0.7777
H -2.2036 -0.4647 1.5265
C -1.0349 -0.7930 -2.3136
C 1.2909 -0.1826 -0.1290
H -1.6082 3.7362 1.6447
C 2.5328 3.7556 1.8106
C -0.7498 -2.0441 1.3923
C -1.3920 -2.3558 -7.0856
C -5.5046 -6.4175 0.0976
H 4.9489 0.9755 3.8274
C -7.2547 9.7460 6.1724
H -1.3350 -2.5798 2.1626
H -4.1399 -8.5165 2.1550
H -2.8954 -1.4106 -5.8672
C 5.1961 0.1899 4.5330
C 5.8813 1.8772 9.8016
C 2.5256 -4.1357 -3.5322
C 2.1452 -6.2121 -10.0791
C -0.7695 -2.3356 -8.3247
C -2.7211 -0.5266 -7.8250
C -7.6970 7.6310 6.8798
F 0.7341 1.6426 2.0749
H -0.2185 3.0599 -1.8765
H -1.1905 -4.9183 -0.0515
C -4.3505 5.4066 1.3142
H 0.6154 -7.9570 1.9018
N 3.4502 -5.1409 -1.1025
H 1.2929 2.4517 -1.2055
H 4.3293 1.1383 -3.2145
C 3.9578 0.9839 10.6200
H -0.7085 -1.3416 -10.2304
H -3.4968 0.2123 -7.6560
C 5.8260 -1.7064 6.3587
C -3.9633 1.0108 -0.8214
N 2.6216 5.4670 3.4866
H 0.4692 -3.7613 0.8863
H -4.7911 2.7137 0.2616
H -4.4358 1.0016 -1.8084
H -2.3244 -1.5073 0.0612
C -2.0929 -0.4234 -3.2597
H -2.5229 2.2044 -1.9378
C 4.0703 -4.1374 -1.7203
C 2.8644 2.7895 2.7438
H 5.0199 3.8629 -5.8962
H -1.2500 -11.2853 -0.0523
C -1.6265 -7.9548 -0.4391
C 5.3689 5.6978 -3.2486
H -4.8505 1.1872 1.1707
H 3.3356 -1.0295 0.4001
C 5.5797 3.1319 10.3096
N -4.9550 4.5713 2.1539
H 5.9149 7.7695 -3.1217
N -4.5598 -7.0310 0.8052
H -8.2574 -8.1344 1.0246
C 3.4542 1.6660 -2.8248
C -2.6311 1.7984 -0.9193
N -2.1355 -0.4933 -9.0216
H -5.1711 -5.5997 -0.5322
H 5.6955 -3.1359 4.7557
O 5.4316 0.6023 -0.9179
H -2.2537 -3.7619 0.4465
H 2.8701 -6.4472 -9.3076
H 1.4053 -6.7901 -13.3198
O -3.0810 -1.0812 -3.5343
H 6.1190 7.9941 -5.6033
C -7.6519 9.3830 8.4931
H -2.1716 -7.2077 -1.0038
H -0.4814 -5.2891 -12.6535
H 0.9735 -5.6159 -3.3246
C 2.2835 -6.7317 -11.3580
C -1.1150 -10.2205 0.0916
C -6.8452 -6.7751 0.1419
H 0.1606 1.3746 -3.8578
H 0.1948 -2.6505 -0.4438
H 3.3420 2.4621 4.8190
H -5.7958 4.3452 4.0107
C 5.2898 -1.1275 4.1093
H -2.6980 2.6872 -0.2793
C -0.2886 -3.1199 0.4186
H 6.2582 3.9595 10.1547
N 1.1452 -5.4133 -9.7156
C -1.1766 -1.3882 -9.2517
H 1.8670 -6.4483 -1.1689
C -5.3100 5.0496 3.3434
H -7.0282 10.4000 5.3374
H 6.0777 -2.4272 7.1251
H 6.7972 1.7182 9.2423
C 0.4271 2.1708 -1.8175
H 5.8504 -0.0192 7.6981
H 4.1936 -2.7792 -3.3788
H -0.0777 -0.8881 -2.8442
O 3.5148 1.7219 -1.3928
H -1.1038 -3.0772 -6.3314
C 5.7292 6.9293 -3.7767
C -4.4559 7.2176 2.8589
H 2.1611 -3.7388 -4.4714
C 2.1852 0.9514 -3.2631
H 3.1188 -7.3758 -11.5967
C -7.3599 10.2566 7.4579
C 1.8647 -5.1747 -2.8993
H 5.6592 5.9847 -7.0179
C 5.5867 5.9384 -5.9397
H 4.1193 4.2581 11.4141
H -1.2731 1.5293 2.1095
N -1.4106 -3.9325 -0.0862
C -0.5087 1.8745 1.4026
H 0.0198 -3.0374 -8.5647
H -0.5653 -4.4557 -10.3150
C -4.9479 1.6388 0.1799
H 1.2101 2.7669 -3.7568
C -2.3913 -1.4321 -6.8257
H -4.0645 4.9910 0.3529
C 5.8408 7.0500 -5.1524
C -1.8379 -9.3088 -0.6602
H -7.7418 9.7420 9.5103
C 0.2853 -5.5736 -11.9458
H -7.2145 11.3129 7.6387
H -2.5527 -9.6333 -1.4043
H -5.9798 1.4568 -0.1394
C 2.4203 5.0724 2.2286
C 3.6536 -3.6020 -2.9305
C 0.9351 1.8345 -3.2349
C 2.3661 -5.6396 -1.6929
H -5.4028 6.6975 4.7217
H 5.1102 -1.3811 3.0735
```

total charge = -1
frontier orbital gap = 6.6 eV
2S+1 = 1
strongest force on any atom = 0.02603 Eh/bohr
HOMO = -4.66 eV
LUMO = 1.91 eV


Q: Which value of 2S+1 does entry 1 give?
A: 2